# C16H25FINO8S

3 unconnected molecules or ions with the total composition C16H25FINO8S at a distorted geometry (wB97M-V/def2-TZVPD, the OMol25 dataset).

Summary:
F_max   9.8 eV Å⁻¹
2S+1   1
Orbital gap   8.38 eV
E_LUMO   -0.84 eV
Structure (SMILES)   C#CCCCN(C[C@@H](C)I)S(=O)(=O)F.C[C@@H]1COC(=O)O1.C[C@@H]1COC(=O)O1

Last column: natural (NBO) charge in e.
Cartesian coordinates (Å):
C (6.3257, 0.6121, -2.0633)  -0.3289
C (5.1009, 1.3455, -2.0462)  -0.0350
C (3.8357, 2.3910, -2.3579)  -0.4717
C (3.0480, 1.7646, -3.6608)  -0.4088
C (1.9295, 2.8193, -4.3182)  -0.2640
N (1.3225, 3.6950, -3.2463)  -0.6107
C (-0.1917, 3.6722, -3.2519)  -0.2783
C (-0.8036, 2.7088, -2.0291)  -0.3343
C (-0.7573, 1.1052, -2.4029)  -0.6649
I (0.0723, 3.1899, -0.0584)  0.1074
S (1.9764, 5.3126, -3.2271)  2.2430
O (3.3590, 5.4755, -3.9012)  -0.8289
O (2.1886, 5.6821, -1.7072)  -0.8259
F (0.9461, 6.5224, -3.8714)  -0.4688
H (7.1443, -0.2072, -2.3509)  0.2844
H (3.1532, 2.4408, -1.4069)  0.2589
H (4.2805, 3.4613, -2.5209)  0.2692
H (3.8280, 1.4450, -4.4946)  0.2429
H (2.4901, 0.7883, -3.2614)  0.2166
H (1.1226, 2.1125, -4.8419)  0.2272
H (2.4645, 3.3898, -5.1884)  0.2538
H (-0.6596, 3.2276, -4.2560)  0.2240
H (-0.6997, 4.7216, -3.0947)  0.2542
H (-1.9621, 2.9855, -1.9454)  0.2420
H (-1.6985, 0.9086, -3.1069)  0.2289
H (-0.9014, 0.4350, -1.4269)  0.2564
H (0.1912, 0.7793, -3.0196)  0.2085
C (-0.0032, -3.7791, -0.7244)  -0.6262
C (-0.7994, -2.7661, 0.0710)  0.0595
C (-1.7424, -3.3887, 1.0568)  -0.1080
O (-2.7762, -2.4251, 1.1533)  -0.4814
C (-2.7816, -1.7436, -0.0328)  0.9670
O (-3.6614, -0.9731, -0.3820)  -0.5890
O (-1.6741, -2.0385, -0.7752)  -0.4973
H (-0.6522, -4.3567, -1.3928)  0.2213
H (0.7252, -3.2692, -1.3626)  0.2213
H (0.5348, -4.4697, -0.0679)  0.2258
H (-0.1253, -2.0528, 0.5603)  0.1802
H (-1.2744, -3.5474, 2.0327)  0.2387
H (-2.1769, -4.3333, 0.7121)  0.1816
C (-3.1370, -1.1291, 6.2785)  -0.6280
C (-2.8739, -2.6118, 6.1200)  0.0590
C (-1.5877, -3.0603, 6.7472)  -0.0961
O (-1.2247, -4.1765, 5.9540)  -0.4803
C (-1.7912, -3.9779, 4.7248)  0.9756
O (-1.5322, -4.6373, 3.7309)  -0.5994
O (-2.6840, -2.9452, 4.7551)  -0.4783
H (-2.4107, -0.5350, 5.7120)  0.2253
H (-4.1242, -0.8765, 5.8788)  0.2315
H (-3.1009, -0.8264, 7.3293)  0.2219
H (-3.7248, -3.1911, 6.4983)  0.1855
H (-1.7193, -3.3589, 7.7912)  0.2069
H (-0.7872, -2.3150, 6.6878)  0.1859